1.
{
  "formula": "C6H12O",
  "method": "wB97M-V/def2-TZVPD",
  "smiles": "CC(C)[C@H]1O[C@H]1C",
  "gap_ev": 11.06,
  "relative_energy_ev": 1.3187,
  "energy_ha": -311.01081,
  "lumo_ev": 1.104,
  "spin_multiplicity": 1,
  "symbols": ["C", "C", "C", "C", "O", "C", "C", "H", "H", "H", "H", "H", "H", "H", "H", "H", "H", "H", "H"],
  "coordinates": [[-0.373, 0.261, -2.200], [0.072, -0.236, -0.823], [1.434, -0.927, -0.868], [0.122, 0.943, 0.110], [-1.122, 1.409, 0.619], [-0.150, 0.918, 1.541], [-0.495, -0.220, 2.476], [-0.456, -0.564, -2.913], [-1.344, 0.764, -2.133], [0.351, 0.983, -2.598], [-0.679, -0.940, -0.441], [2.216, -0.229, -1.193], [1.423, -1.765, -1.572], [1.718, -1.314, 0.118], [0.810, 1.741, -0.190], [0.310, 1.726, 2.102], [-1.416, -0.771, 2.274], [-0.620, 0.329, 3.401], [0.314, -0.958, 2.597]]
}

---

2.
{
  "formula": "C6H12O",
  "method": "wB97M-V/def2-TZVPD",
  "gap_ev": 8.47,
  "relative_energy_ev": 5.0547,
  "energy_ha": -310.87351,
  "lumo_ev": 0.828,
  "spin_multiplicity": 1,
  "symbols": ["C", "C", "C", "C", "C", "C", "O", "H", "H", "H", "H", "H", "H", "H", "H", "H", "H", "H", "H"],
  "coordinates": [[1.448, 0.853, -0.720], [0.748, -0.608, 0.961], [-0.471, -0.407, 0.188], [-0.689, -1.417, -0.918], [-1.239, -0.686, 1.396], [-0.290, 0.988, -0.332], [-0.481, 1.964, 0.656], [1.693, 1.894, -0.591], [1.448, 0.522, -1.752], [2.385, 0.348, -0.312], [1.080, 0.192, 1.613], [1.440, -1.434, 0.820], [0.042, -1.282, -1.719], [-0.594, -2.438, -0.532], [-1.697, -1.302, -1.330], [-1.383, 0.089, 2.143], [-1.994, -1.490, 1.406], [-0.927, 1.240, -1.213], [-0.746, 2.792, 0.239]]
}

---

3.
{
  "formula": "C6H12O",
  "method": "wB97M-V/def2-TZVPD",
  "smiles": "CCCCCC=O",
  "gap_ev": 10.73,
  "relative_energy_ev": 0.7567,
  "energy_ha": -311.03146,
  "lumo_ev": 1.010,
  "spin_multiplicity": 1,
  "symbols": ["C", "C", "C", "C", "C", "C", "O", "H", "H", "H", "H", "H", "H", "H", "H", "H", "H", "H", "H"],
  "coordinates": [[2.114, 0.096, 0.823], [0.683, 0.246, 1.374], [-0.267, -0.817, 0.775], [-0.314, -0.859, -0.743], [-0.742, 0.432, -1.426], [-2.133, 0.911, -1.001], [-3.102, 0.758, -1.684], [2.671, 0.935, 1.242], [2.632, -0.855, 0.967], [2.130, 0.175, -0.262], [0.740, 0.185, 2.461], [0.358, 1.259, 1.129], [0.062, -1.800, 1.124], [-1.248, -0.658, 1.232], [0.588, -1.224, -1.231], [-1.046, -1.631, -1.017], [-0.924, 0.315, -2.498], [0.005, 1.219, -1.290], [-2.208, 1.313, 0.024]]
}

---

4.
{
  "formula": "C6H12O",
  "method": "wB97M-V/def2-TZVPD",
  "smiles": "C=CCCC=O.C",
  "gap_ev": 10.53,
  "relative_energy_ev": 1.4363,
  "energy_ha": -311.00649,
  "lumo_ev": 0.955,
  "spin_multiplicity": 1,
  "symbols": ["C", "C", "C", "C", "C", "O", "H", "H", "H", "H", "H", "H", "H", "H", "C", "H", "H", "H", "H"],
  "coordinates": [[-1.804, 0.169, -1.081], [-1.306, 0.276, 0.146], [-1.139, -0.870, 1.110], [0.300, -1.389, 1.270], [1.392, -0.354, 1.373], [1.226, 0.823, 1.591], [-1.900, 1.039, -1.726], [-2.121, -0.786, -1.497], [-0.981, 1.248, 0.509], [-1.519, -0.562, 2.090], [-1.758, -1.713, 0.779], [0.570, -2.075, 0.456], [0.378, -1.990, 2.190], [2.420, -0.763, 1.248], [1.252, 1.394, -1.694], [1.113, 1.977, -0.781], [2.213, 1.640, -2.152], [0.441, 1.605, -2.395], [1.222, 0.332, -1.436]]
}

---

5.
{
  "formula": "C6H12O",
  "method": "wB97M-V/def2-TZVPD",
  "smiles": "CC[C@H](C)[C@@H]1CO1",
  "gap_ev": 11.19,
  "relative_energy_ev": 1.4911,
  "energy_ha": -311.00448,
  "lumo_ev": 1.079,
  "spin_multiplicity": 1,
  "symbols": ["C", "C", "C", "C", "C", "C", "O", "H", "H", "H", "H", "H", "H", "H", "H", "H", "H", "H", "H"],
  "coordinates": [[-1.753, 0.085, 1.250], [-1.184, 0.898, 0.075], [-0.053, 0.253, -0.771], [-0.201, -1.261, -0.946], [1.289, 0.703, -0.228], [2.423, -0.162, 0.100], [1.586, 0.360, 1.123], [-1.149, 0.181, 2.159], [-1.840, -0.981, 1.018], [-2.765, 0.438, 1.481], [-0.823, 1.857, 0.476], [-2.003, 1.140, -0.611], [-0.118, 0.695, -1.777], [-1.230, -1.512, -1.230], [0.458, -1.640, -1.737], [0.031, -1.805, -0.024], [1.518, 1.748, -0.467], [2.360, -1.241, -0.036], [3.429, 0.258, 0.054]]
}

---

6.
{
  "formula": "C6H12O",
  "method": "wB97M-V/def2-TZVPD",
  "smiles": "CC1(C)OC1(C)C",
  "gap_ev": 10.69,
  "relative_energy_ev": 1.4165,
  "energy_ha": -311.00721,
  "lumo_ev": 0.949,
  "spin_multiplicity": 1,
  "symbols": ["C", "C", "C", "O", "C", "C", "C", "H", "H", "H", "H", "H", "H", "H", "H", "H", "H", "H", "H"],
  "coordinates": [[1.714, 0.903, 0.321], [0.737, -0.236, 0.170], [1.225, -1.363, -0.726], [-0.025, -0.838, 1.222], [-0.711, 0.010, 0.278], [-1.377, 1.092, 1.103], [-1.549, -0.449, -0.915], [2.699, 0.590, 0.677], [1.331, 1.719, 0.939], [1.847, 1.300, -0.695], [1.345, -1.085, -1.778], [0.534, -2.207, -0.642], [2.194, -1.700, -0.338], [-1.850, 1.898, 0.537], [-2.167, 0.566, 1.657], [-0.699, 1.507, 1.849], [-1.890, -1.480, -0.874], [-0.958, -0.346, -1.833], [-2.419, 0.203, -1.039]]
}

---

7.
{
  "formula": "C6H12O",
  "method": "wB97M-V/def2-TZVPD",
  "smiles": "CCC1(CO)CC1",
  "gap_ev": 10.10,
  "relative_energy_ev": 3.9348,
  "energy_ha": -310.91467,
  "lumo_ev": 1.012,
  "spin_multiplicity": 1,
  "symbols": ["C", "C", "C", "C", "O", "C", "C", "H", "H", "H", "H", "H", "H", "H", "H", "H", "H", "H", "H"],
  "coordinates": [[1.327, 1.200, 0.966], [-0.029, 1.209, -0.302], [-0.462, -0.237, -0.283], [0.789, -1.089, -0.609], [1.953, -0.308, -0.765], [-1.794, -0.825, -0.685], [-1.444, -0.667, 0.769], [2.177, 0.490, 1.173], [0.648, 1.024, 1.785], [1.803, 2.175, 0.948], [-0.704, 1.905, 0.193], [-0.053, 1.565, -1.378], [0.668, -1.589, -1.570], [0.954, -1.839, 0.177], [1.608, 0.597, -0.866], [-1.770, -1.845, -1.077], [-2.584, -0.214, -1.114], [-1.219, -1.550, 1.358], [-1.968, 0.119, 1.314]]
}

---

8.
{
  "formula": "C6H12O",
  "method": "wB97M-V/def2-TZVPD",
  "smiles": "C[C@@H](CO)C1CC1",
  "gap_ev": 9.70,
  "relative_energy_ev": 3.9829,
  "energy_ha": -310.91290,
  "lumo_ev": 1.042,
  "spin_multiplicity": 1,
  "symbols": ["C", "C", "C", "O", "C", "C", "C", "H", "H", "H", "H", "H", "H", "H", "H", "H", "H", "H", "H"],
  "coordinates": [[1.871, 0.049, -1.072], [0.558, 0.321, -0.372], [-0.924, -0.143, -1.379], [-1.772, 0.969, -1.559], [0.277, -0.499, 0.849], [-1.180, -0.532, 1.144], [0.234, 0.225, 2.133], [1.897, 0.561, -2.039], [2.724, 0.404, -0.485], [2.014, -1.020, -1.258], [0.370, 1.386, -0.228], [-0.367, -0.255, -2.311], [-1.472, -1.084, -1.290], [-2.260, 1.132, -0.742], [0.771, -1.469, 0.842], [-1.857, 0.307, 1.038], [-1.623, -1.436, 1.554], [0.065, 1.295, 2.153], [0.672, -0.211, 3.022]]
}